ORCA calculation (wB97M-V/def2-TZVPD) on an isolated molecule of C17H16N6O2S at a distorted geometry.

- DFT total energy (a.u.) = -1534.70868
- Kohn-Sham gap (eV) = 8.554
- SMILES string = C=C(C)Cn1c(Sc2nc3ccccc3[nH]2)nc2c1c(=O)[nH]c(=O)n2C
- relative energy (zero: lowest compared OMol25 entry of this formula, charge and spin) (kcal per mole) = 0.0
- HOMO (eV) = -8.1
- lowest unoccupied orbital energy (eV) = 0.420

Geometry (Å):
C 4.248 0.239 -1.689
C 3.282 -0.582 -2.064
C 3.347 -2.069 -1.906
H 3.063 -2.559 -2.837
H 2.650 -2.399 -1.134
H 4.346 -2.387 -1.623
C 2.009 -0.066 -2.694
N 0.857 -0.398 -1.891
C 0.442 0.211 -0.761
N -0.626 -0.374 -0.224
C -0.906 -1.412 -1.045
C 0.004 -1.461 -2.092
C -0.062 -2.459 -3.116
O 0.665 -2.605 -4.077
N -1.134 -3.316 -2.874
C -2.065 -3.309 -1.851
O -2.947 -4.131 -1.784
N -1.921 -2.307 -0.912
C -2.867 -2.245 0.182
H -2.621 -1.385 0.797
H -2.809 -3.161 0.772
H -3.879 -2.153 -0.212
H -1.264 -4.060 -3.550
S 1.304 1.609 -0.180
C 0.353 2.159 1.182
N 0.666 3.245 1.825
C -0.278 3.348 2.816
C -0.442 4.311 3.805
C -1.499 4.155 4.677
C -2.380 3.075 4.582
C -2.237 2.107 3.608
C -1.178 2.256 2.729
N -0.738 1.508 1.665
H -1.102 0.654 1.255
H -2.917 1.273 3.534
H -3.193 2.997 5.288
H -1.655 4.885 5.457
H 0.239 5.143 3.876
H 2.053 1.021 -2.807
H 1.863 -0.539 -3.669
H 4.167 1.307 -1.803
H 5.162 -0.127 -1.256

***

ORCA calculation (wB97M-V/def2-TZVPD) on C29H21Br2CaN2OS4 as an isolated structure.

- DFT total energy (a.u.) = -8721.14547
- total charge = -1
- Kohn-Sham gap (eV) = 6.998
- relative energy (zero: lowest compared OMol25 entry of this formula, charge and spin) (kcal per mole) = 2.6
- HOMO (eV) = -4.6
- lowest unoccupied orbital energy (eV) = 2.416

Geometry (Å):
Ca 0.182 -0.231 -0.588
S -1.474 -2.077 -1.981
C -1.016 -3.217 -0.734
C -1.975 -3.883 0.048
C -1.615 -4.776 1.039
C -0.273 -5.042 1.292
C 0.698 -4.409 0.536
C 0.338 -3.511 -0.462
S 1.508 -2.666 -1.500
C 3.053 -2.695 -0.561
C 3.099 -1.807 0.659
C 4.321 -1.386 1.162
C 4.333 -0.623 2.318
C 3.140 -0.340 2.954
C 1.956 -0.798 2.386
C 0.655 -0.566 3.104
S -0.824 -1.033 2.150
C -1.854 0.365 2.521
C -3.054 0.128 3.189
C -3.929 1.164 3.467
C -3.578 2.454 3.084
C -2.387 2.697 2.425
C -1.486 1.664 2.101
S -0.019 2.026 1.232
N 1.944 -1.485 1.243
H -3.017 -3.661 -0.143
H -2.383 -5.262 1.630
H 0.013 -5.733 2.075
H 1.742 -4.612 0.738
H 3.793 -2.359 -1.287
H 3.307 -3.721 -0.288
H 5.240 -1.636 0.648
H 5.269 -0.254 2.720
H 3.111 0.243 3.865
H 0.561 0.490 3.350
H 0.646 -1.149 4.028
H -3.289 -0.888 3.484
H -4.862 0.971 3.979
H -4.248 3.279 3.299
H -2.126 3.702 2.119
C -2.962 1.346 -1.368
C -1.940 1.996 -2.252
C -2.293 3.016 -3.160
C -1.335 3.608 -3.931
C 0.013 3.211 -3.814
C 1.100 3.758 -4.531
Br 0.808 5.145 -5.810
C 2.374 3.315 -4.325
C 2.628 2.305 -3.393
Br 4.415 1.718 -3.125
C 1.631 1.687 -2.634
O 1.835 0.768 -1.773
C 0.282 2.180 -2.884
N -0.693 1.594 -2.145
H -3.951 1.776 -1.521
H -2.679 1.481 -0.322
H -3.003 0.272 -1.569
H -3.328 3.324 -3.236
H -1.599 4.390 -4.631
H 3.196 3.745 -4.880

***

ORCA calculation (wB97M-V/def2-TZVPD) on a 2-piece molecular cluster, C7H19BN3O5 overall at a distorted geometry.

- DFT total energy (a.u.) = -843.32194
- total charge = +1
- Kohn-Sham gap (eV) = 8.408
- relative energy (zero: lowest compared OMol25 entry of this formula, charge and spin) (kcal per mole) = 0.0
- HOMO (eV) = -12.8
- lowest unoccupied orbital energy (eV) = -4.434

Geometry (Å):
C -0.946 3.708 -4.195
C -1.419 2.276 -4.258
O -1.451 1.559 -3.010
B -1.358 2.206 -1.827
O -2.422 2.614 -1.110
N 0.020 2.378 -1.239
C 1.021 1.483 -1.431
N 1.603 0.811 -0.376
N 1.460 1.183 -2.632
H 0.053 3.833 -3.780
H -0.874 4.056 -5.224
H -1.652 4.379 -3.712
H -0.763 1.717 -4.925
H -2.403 2.226 -4.715
H -2.269 3.335 -0.492
H 0.257 3.190 -0.690
H 0.941 0.759 0.394
H 2.393 1.336 0.001
H 2.451 0.976 -2.698
H 1.166 1.838 -3.346
C 0.460 -2.825 0.951
C -0.251 -1.938 1.953
O -0.748 -2.686 3.061
C 0.174 -3.011 3.975
O 1.334 -2.696 3.937
O -0.417 -3.725 4.919
C 0.461 -4.205 5.947
H -0.194 -3.638 0.637
H 0.758 -2.254 0.069
H 1.353 -3.269 1.386
H -1.125 -1.478 1.491
H 0.400 -1.137 2.313
H 1.035 -3.389 6.377
H 1.130 -4.963 5.545
H -0.178 -4.646 6.705

***

ORCA calculation (wB97M-V/def2-TZVPD) on C29H32MnN4O4S4 as an isolated structure.

- DFT total energy (a.u.) = -4387.92515
- Kohn-Sham gap (spin up / spin down) (eV) = 6.293 / 6.173
- relative energy (zero: lowest compared OMol25 entry of this formula, charge and spin) (kcal per mole) = 79.1
- expectation value of S² = 1.207
- spin multiplicity = 2
- HOMO (spin up / spin down) (eV) = -6.8 / -6.8
- lowest unoccupied orbital energy (spin up / spin down) (eV) = -0.464 / -0.584

Geometry (Å):
Mn -1.941 -2.457 1.175
S 5.800 -2.864 1.431
C 7.265 -2.149 0.909
C 7.060 -0.900 0.415
C 5.689 -0.523 0.446
C 4.871 -1.495 0.953
C 3.400 -1.456 1.128
C 2.728 -2.621 0.932
N 1.386 -2.943 1.040
C 0.357 -0.351 1.441
C 1.603 0.339 1.620
C 1.459 1.729 2.049
C 0.281 2.289 2.356
C -0.955 1.540 2.289
C -2.182 2.060 2.637
C -3.351 1.294 2.540
C -3.206 -0.006 2.098
N -2.022 -0.548 1.772
C -0.886 0.197 1.838
C -4.664 1.856 2.872
C -5.048 3.167 2.822
C -6.400 3.365 3.209
C -7.018 2.200 3.545
S -5.964 0.862 3.404
C 2.879 -0.138 1.454
H 8.196 -2.684 1.003
H 7.853 -0.269 0.038
H 5.323 0.433 0.098
H 3.316 -3.491 0.658
H 2.370 2.307 2.140
H 0.234 3.319 2.687
H -2.238 3.081 2.997
H -4.056 -0.668 1.975
H -4.396 3.964 2.494
H -6.890 4.327 3.228
H -8.035 2.056 3.870
H 3.653 0.594 1.647
O -4.234 -4.976 -0.165
S -3.367 -3.997 0.381
O -2.757 -3.015 -0.635
O -3.924 -3.026 1.388
O -2.106 -4.468 1.079
C 2.011 2.279 -1.465
C 2.602 1.759 -2.773
C 3.180 0.343 -2.706
C 2.151 -0.777 -2.665
N 1.508 -0.838 -1.347
C 0.402 -1.465 -1.005
S 0.246 -1.926 0.746
N -0.578 -1.870 -1.777
C -0.918 -1.433 -3.135
C -1.068 0.087 -3.257
C -2.457 0.616 -2.900
C -2.815 0.454 -1.426
H 1.704 3.321 -1.567
H 2.746 2.226 -0.659
H 1.137 1.713 -1.140
H 3.401 2.434 -3.087
H 1.849 1.798 -3.567
H 3.849 0.244 -1.844
H 3.798 0.165 -3.589
H 2.634 -1.740 -2.850
H 1.405 -0.622 -3.441
H 2.087 -0.504 -0.578
H -1.301 -2.448 -1.325
H -1.875 -1.913 -3.343
H -0.201 -1.834 -3.851
H -0.814 0.371 -4.281
H -0.335 0.581 -2.610
H -3.205 0.116 -3.521
H -2.492 1.675 -3.168
H -2.869 -0.595 -1.130
H -3.788 0.896 -1.210
H -2.075 0.952 -0.790

***

ORCA calculation (wB97M-V/def2-TZVPD) on C28H30HfN8O3S2 as an isolated structure at a distorted geometry.

- DFT total energy (a.u.) = -2592.79373
- total charge = +2
- Kohn-Sham gap (eV) = 7.326
- relative energy (zero: lowest compared OMol25 entry of this formula, charge and spin) (kcal per mole) = 0.0
- HOMO (eV) = -13.5
- lowest unoccupied orbital energy (eV) = -6.190

Geometry (Å):
Hf 0.795 0.546 -0.802
N 2.696 4.501 -1.351
C 1.943 3.427 -1.620
S 0.433 3.218 -0.762
N 2.401 2.616 -2.557
N 1.599 1.496 -2.669
C 1.481 0.955 -3.814
C 0.706 -0.296 -3.886
C 0.430 -0.919 -5.079
C -0.325 -2.090 -5.057
C -0.760 -2.590 -3.847
C -0.432 -1.910 -2.684
N 0.280 -0.780 -2.697
H 2.319 5.249 -0.797
H 3.488 4.690 -1.946
H 1.923 1.415 -4.693
H 0.792 -0.498 -6.007
H -0.564 -2.600 -5.981
H -1.341 -3.498 -3.784
H -0.734 -2.271 -1.711
N 3.099 -0.318 -1.070
C 4.034 0.212 -0.095
C 5.379 0.033 -0.175
C 6.231 0.539 0.837
C 5.706 1.190 1.911
C 4.305 1.399 2.002
C 3.694 2.074 3.080
C 2.343 2.272 3.082
C 1.592 1.828 1.989
N 2.122 1.175 0.967
C 3.471 0.931 0.976
H 3.544 -0.372 -1.980
H 2.871 -1.275 -0.799
H 5.803 -0.513 -1.010
H 7.298 0.387 0.755
H 6.346 1.563 2.701
H 4.308 2.438 3.895
H 1.843 2.792 3.887
H 0.530 2.025 1.942
C -1.489 -1.077 5.448
C -2.103 -2.058 4.472
N -2.550 -1.395 3.224
C -3.935 -0.864 3.244
C -4.950 -1.936 2.889
C -1.819 -1.329 2.142
S -0.226 -2.133 2.199
N -2.361 -0.872 1.012
C -1.983 -0.062 0.092
O -0.971 0.769 0.191
C -2.733 -0.037 -1.186
C -2.486 0.965 -2.121
C -3.129 0.941 -3.351
C -4.028 -0.077 -3.639
C -4.297 -1.064 -2.696
C -3.658 -1.042 -1.469
H -1.202 -1.601 6.359
H -2.194 -0.291 5.719
H -0.596 -0.616 5.023
H -2.991 -2.539 4.881
H -1.418 -2.870 4.231
H -3.988 -0.020 2.563
H -4.085 -0.483 4.253
H -4.701 -2.416 1.942
H -5.934 -1.480 2.786
H -5.018 -2.702 3.661
H -1.821 1.789 -1.889
H -2.947 1.728 -4.071
H -4.539 -0.092 -4.594
H -5.011 -1.846 -2.919
H -3.858 -1.807 -0.730
O 0.700 -1.138 1.307
O 0.672 -1.385 -0.129

***

ORCA calculation (wB97M-V/def2-TZVPD) on CH2I3P as an isolated structure.

- DFT total energy (a.u.) = -1273.69436
- Kohn-Sham gap (eV) = 8.294
- relative energy (zero: lowest compared OMol25 entry of this formula, charge and spin) (kcal per mole) = 0.0
- HOMO (eV) = -9.4
- lowest unoccupied orbital energy (eV) = -1.098

Geometry (Å):
C 0.593 0.000 -0.020
P -1.081 0.000 0.791
I 1.582 1.783 0.728
I 1.583 -1.783 0.725
I 0.578 0.001 -2.200
H -1.627 -1.013 -0.012
H -1.627 1.013 -0.011